Formula: C5H13NO2
Source: OMol25
Level of theory: ωB97M-V with the def2-TZVPD basis set

Geometry as XYZ:
```
21
Properties=species:S:1:pos:R:3:forces:R:3:nbo_charge:R:1
C -0.3508 0.0048 0.2674 -0.555 -0.416 0.211 0.005
C 0.8881 -0.9004 0.1029 3.056 2.219 0.469 0.815
C -1.4280 -0.3269 -0.7615 0.120 0.081 0.064 -0.622
C -0.9025 -0.1407 1.6875 0.085 -0.037 -0.154 -0.607
C 0.5190 1.8923 -1.1791 -0.018 -0.024 0.009 -0.416
N 0.1265 1.3861 0.1297 0.113 -0.344 -0.011 -0.599
O 1.2279 -1.1010 -1.1811 -0.568 -0.322 0.666 -0.673
O 1.8466 -0.8722 0.9844 -0.668 0.887 -1.454 -0.813
H 1.0943 -2.0795 1.1606 -2.267 -1.473 -1.095 0.293
H 2.1577 -1.3797 -1.1905 -0.002 -0.017 0.166 0.504
H 0.8587 1.5488 0.8122 -0.045 -0.039 -0.018 0.377
H 0.3633 -2.4522 0.6508 0.727 -0.463 1.176 -0.183
H -1.0464 -0.2919 -1.7793 -0.005 0.002 -0.018 0.224
H -1.8129 -1.3301 -0.5786 0.001 -0.006 0.007 0.223
H -2.2473 0.3856 -0.6669 -0.005 0.002 0.024 0.224
H -1.2745 -1.1500 1.8615 0.031 -0.019 -0.004 0.218
H -1.7200 0.5654 1.8208 -0.001 0.019 -0.046 0.224
H -0.1274 0.0724 2.4230 0.008 0.002 -0.011 0.227
H 0.8569 2.9211 -1.0499 0.009 -0.050 0.010 0.208
H -0.3464 1.9232 -1.8409 0.028 -0.035 -0.008 0.196
H 1.3172 1.3250 -1.6733 -0.042 0.033 0.017 0.176
```
Forces are in eV/Å.

## Properties
Lowest unoccupied orbital energy in hartree: 0.0273
ΔE to the lowest compared entry with this formula, charge and spin in kcal per mole: 93.49
Multiplicity: 1